Below is a cluster of 2 separate species, C3H11N2S in total, with properties calculated with the ωB97M-V functional and the def2-TZVPD basis.

Bonds (Å) are listed after each position.
Geometry (Å):
1 C 1.1525 0.3556 2.5925  C2 1.525, H4 1.094, H5 1.089, H6 1.102
2 C 1.4018 0.2051 1.0955  C1 1.525, S3 1.877, H7 1.089, H8 1.076
3 S 0.7557 1.7785 0.3026  C2 1.877, H9 1.321
4 H 0.0753 0.2710 2.7609  C1 1.094
5 H 1.6007 1.2458 3.0310  C1 1.089
6 H 1.5669 -0.3653 3.3152  C1 1.102
7 H 2.4664 0.1591 0.8697  C2 1.089
8 H 0.9273 -0.6607 0.6677  C2 1.076
9 H 1.6793 1.9387 -0.6283  S3 1.321
10 N -1.8249 0.3010 -1.1197  C11 1.302, H13 1.019, H14 1.022
11 C -1.0578 -0.6609 -1.5471  N10 1.302, N12 1.311, H15 1.082
12 N -1.4202 -1.5200 -2.4693  C11 1.311, H16 1.017, H17 1.014
13 H -2.5022 0.7343 -1.7450  N10 1.019
14 H -1.5445 1.0038 -0.4330  N10 1.022
15 H -0.2998 -0.9766 -0.8421  C11 1.082
16 H -0.7398 -2.2061 -2.7858  N12 1.017
17 H -2.2366 -1.6032 -3.0648  N12 1.014

Relative energy (zero: lowest compared OMol25 entry of this formula, charge and spin)   87.3 kJ/mol
M   107.2 Da
Orbital gap   8.92 eV
HOMO   -12.89 eV
Total charge   +1